No. 1
DFT (wB97M-V/def2-TZVPD) results for 3 unconnected molecules or ions with the total composition C4H13NO2 in a non-equilibrium geometry.

Summary:
Total charge   0
SMILES   C/C=C/CN.O.O
Total energy   -9942.938 eV
Energy relative to the best compared isomer or geometry (same formula, charge and spin)   1.2585 eV
Kohn-Sham gap   0.36867 Ha

Atoms and positions in Å:
C -0.6481 -3.0303 -0.6429
C -0.2472 -1.6638 -0.2002
C 0.5863 -1.3875 0.8051
C 0.8038 0.0333 1.2813
N -0.4280 0.8202 1.5343
H -1.7329 -3.0278 -0.7241
H -0.3254 -3.3533 -1.6065
H -0.4207 -3.7597 0.1287
H -0.8063 -0.8187 -0.5760
H 1.0995 -2.2487 1.2278
H 1.2774 -0.0125 2.2544
H 1.3875 0.5881 0.5502
H -1.1401 0.6396 0.8238
H -0.9264 0.4089 2.3226
O -0.0907 0.9144 -2.2673
H -0.8512 1.3776 -1.8904
H 0.2616 1.6162 -2.8321
O 0.1097 3.2603 -0.0617
H 0.0932 2.3460 0.2531
H 0.8725 3.7384 0.2580

***

No. 2
DFT (wB97M-V/def2-TZVPD) results for 2 unconnected molecules or ions with the total composition ClFN2O2 in a non-equilibrium geometry.

Summary:
Total charge   0
Total energy   -22307.066 eV
Energy relative to the best compared isomer or geometry (same formula, charge and spin)   0.9701 eV
Kohn-Sham gap (spin up / spin down)   0.31657 / 0.34289 Ha

Atoms and positions in Å:
N 1.0760 -0.5913 0.5724
N -1.1008 0.3236 0.0285
O -2.0725 -0.3460 0.1613
O -0.7378 1.3234 -0.3587
F 1.1314 -1.5482 -0.4711
Cl 1.7037 0.8385 0.0676

***

No. 3
DFT (wB97M-V/def2-TZVPD) results for 2 unconnected molecules or ions with the total composition C3H8NO2 in a non-equilibrium geometry.

Summary:
Total charge   -1
Total energy   -8827.456 eV
Energy relative to the best compared isomer or geometry (same formula, charge and spin)   0.3361 eV
Kohn-Sham gap   0.31464 Ha

Atoms and positions in Å:
N 0.9688 1.8395 -1.4658
C 0.4665 0.7674 -0.6289
O 1.2785 0.0016 -0.0330
O -0.7967 0.8123 -0.5207
H 0.3672 2.6563 -1.3768
H 1.9065 2.1465 -1.2120
C -1.0021 -1.0439 1.6694
C -0.7326 -2.1509 0.6650
H -0.0764 -0.4113 1.7764
H -1.3211 -1.4977 2.6651
H -1.8371 -0.3721 1.3053
H -0.1142 -3.0117 1.1556
H -1.6821 -2.6031 0.3498
H -0.2702 -1.7303 -0.2057

***

No. 4
DFT (wB97M-V/def2-TZVPD) results for 2 unconnected molecules or ions with the total composition C3H9ClNO in a non-equilibrium geometry.

Summary:
Total charge   +1
Total energy   -19309.823 eV
Energy relative to the best compared isomer or geometry (same formula, charge and spin)   0.0000 eV
Kohn-Sham gap   0.38099 Ha

Atoms and positions in Å:
C 2.0761 0.7438 -0.2215
C 0.7467 0.2593 -0.0379
C 0.3411 -1.1142 0.2589
N -0.1326 1.2100 0.0554
O -1.0388 -1.1166 0.4401
Cl -3.5550 -0.1555 -0.5721
H 2.0782 1.8382 -0.0085
H 2.3658 0.5748 -1.3254
H 2.7167 0.1220 0.3781
H 0.7028 -1.7448 -0.6378
H 0.8680 -1.3960 1.1595
H -4.8226 -0.5318 -0.2451
H -1.1456 1.0711 0.2603
H 0.1971 2.2195 -0.1614
H -1.3978 -1.9797 0.6573

***

No. 5
DFT (wB97M-V/def2-TZVPD) results for a molecular structure, C35H36BrN6PtS4SeSiTe.

Summary:
Total charge   +1
Total energy   -242965.447 eV
Energy relative to the best compared isomer or geometry (same formula, charge and spin)   0.0000 eV
Kohn-Sham gap   0.24205 Ha

Atoms and positions in Å:
Pt 0.2952 -0.5345 -0.1598
N -0.0281 -4.0937 -2.3079
C -0.1300 -4.7081 -1.0716
C -0.3018 -6.0368 -0.6982
C -0.2976 -6.2973 0.6558
C -0.1114 -5.2761 1.6023
C 0.0499 -3.9622 1.2227
C 0.0094 -3.6828 -0.1387
N 0.1572 -2.4806 -0.8193
C 0.1630 -2.7709 -2.1105
C 0.4211 -1.8189 -3.1839
C 0.6337 -2.1224 -4.4970
S 1.0012 -0.7050 -5.3645
C 0.8500 0.1988 -3.9148
N 0.5507 -0.4953 -2.8644
H -0.0767 -4.5481 -3.2030
H -0.4194 -6.8269 -1.4274
H -0.4263 -7.3153 0.9981
H -0.0988 -5.5307 2.6536
H 0.1986 -3.1692 1.9403
H 0.6054 -3.0818 -4.9877
H 1.0052 1.2691 -3.9024
Br 3.6701 -1.0392 -1.9983
C 3.6428 -1.0222 -0.1125
C 4.8564 -1.0159 0.5588
C 4.8314 -1.0191 1.9403
C 3.6069 -1.0408 2.5935
C 2.4556 -1.0443 1.8343
N 2.4651 -1.0289 0.4888
H 5.7826 -1.0108 0.0044
H 5.7573 -1.0106 2.4998
H 3.5432 -1.0535 3.6720
H 1.4752 -1.0521 2.2922
C -3.8429 -5.8189 3.1756
C -3.4020 -4.5556 2.4907
C -3.5798 -4.3779 1.1257
C -3.1962 -3.2089 0.4782
C -3.4126 -3.1144 -1.0094
C -2.6027 -2.1791 1.2245
Te -2.2399 -0.3215 0.2614
C -2.3754 -2.3574 2.5980
C -1.6408 -1.3679 3.4594
C -2.7940 -3.5363 3.2058
H -4.1636 -6.5694 2.4544
H -4.6773 -5.6252 3.8518
H -3.0342 -6.2433 3.7732
H -4.0362 -5.1725 0.5455
H -3.7857 -4.0621 -1.3962
H -2.4820 -2.8673 -1.5279
H -4.1259 -2.3317 -1.2684
H -1.2045 -0.5701 2.8669
H -0.8362 -1.8720 4.0031
H -2.2976 -0.9236 4.2103
H -2.6196 -3.6644 4.2702
S 3.0187 4.9959 -5.1637
C 2.7433 4.4845 -3.6334
S 3.5024 3.0665 -2.9231
C 2.5737 3.3104 -1.4751
N 1.8039 4.3338 -1.4944
N 1.9002 4.9910 -2.6888
C 1.0248 6.1094 -2.8815
C 1.5332 7.3206 -3.3162
C 0.6657 8.3896 -3.4806
C -0.6866 8.2434 -3.2053
C -1.1801 7.0237 -2.7632
C -0.3229 5.9464 -2.6020
S 2.6519 2.1965 -0.1284
H 2.5880 7.4215 -3.5285
H 1.0510 9.3407 -3.8220
H -1.3577 9.0816 -3.3363
H -2.2345 6.9076 -2.5508
H -0.6886 4.9845 -2.2640
C -1.6041 4.0465 1.3311
Si -0.0742 3.1924 1.9447
C 1.3769 4.3338 2.1022
C -0.3792 2.1555 3.4465
Se 0.4421 1.8542 0.0408
H -1.9156 4.8086 2.0502
H -2.4265 3.3381 1.2148
H -1.4175 4.5395 0.3753
H 1.0956 5.1050 2.8270
H 1.6174 4.8219 1.1575
H 2.2660 3.8290 2.4776
H -0.6440 2.8269 4.2693
H 0.5021 1.5905 3.7503
H -1.2130 1.4762 3.2824

***

No. 6
DFT (wB97M-V/def2-TZVPD) results for C10H8O in the gas phase in a non-equilibrium geometry.

Summary:
Total charge   0
SMILES   c1ccc(-c2ccco2)cc1
Total energy   -12544.198 eV
Energy relative to the best compared isomer or geometry (same formula, charge and spin)   3.1909 eV
Kohn-Sham gap   0.35606 Ha

Atoms and positions in Å:
C -2.4172 0.8859 1.9819
C -1.3619 -0.0144 2.4104
C -0.4008 -0.3652 1.5523
C -0.3384 0.1019 0.2805
C 0.8748 -0.2436 -0.5944
C 2.1495 -0.0878 -0.3461
C 2.7203 -0.7130 -1.4785
C 1.8084 -1.0413 -2.3487
O 0.5483 -0.7553 -1.7838
C -1.3309 0.9280 -0.1531
C -2.3928 1.3368 0.6555
H -3.2363 1.2599 2.7497
H -1.5492 -0.3028 3.3518
H 0.5556 -1.0661 2.0231
H 2.5962 0.2971 0.5154
H 3.8578 -0.9062 -1.8935
H 1.8254 -1.5120 -3.3689
H -1.0092 1.5839 -1.1104
H -3.2935 1.9650 0.2444

***

No. 7
DFT (wB97M-V/def2-TZVPD) results for a molecular structure, C14H31NO11V in a non-equilibrium geometry.

Summary:
Total charge   -2
Total energy   -64719.151 eV
Energy relative to the best compared isomer or geometry (same formula, charge and spin)   0.0000 eV
2S+1   2
Kohn-Sham gap (spin up / spin down)   0.16735 / 0.16807 Ha

Atoms and positions in Å:
O 0.4287 -0.1503 -0.4815
V -0.5731 -1.0175 0.3928
C -2.9941 -1.3487 -0.7848
O -2.1614 -2.2677 -0.4045
O -2.5246 -0.1938 -0.4355
O -4.2147 -1.5339 -0.4703
C -1.5646 0.1600 2.6628
O -2.5106 1.0275 2.6538
O -0.4395 0.4292 2.1065
O -1.9331 -0.9929 2.2101
C 2.9119 -3.7190 4.7845
O 1.5243 -3.9092 4.5548
C 1.2234 -4.0658 3.1742
C 1.0214 -2.7386 2.4244
N 0.3874 -2.9433 1.1210
C 1.3258 -3.5909 0.1753
C 0.6660 -3.7749 -1.2100
O 0.3487 -2.5022 -1.6885
C -0.1022 -2.4181 -3.0218
H 3.1895 -2.7904 4.2803
H 3.5677 -4.5399 4.4805
H 3.0781 -3.5777 5.8522
H 0.2710 -4.5923 3.0707
H 1.9834 -4.7207 2.7362
H 1.9270 -2.1314 2.3775
H 0.3584 -2.1264 3.0423
H -0.3614 -3.6090 1.2978
H 1.6717 -4.5153 0.6421
H 2.1963 -2.9630 -0.0223
H -0.2476 -4.3686 -1.0876
H 1.3659 -4.2649 -1.8970
H 0.7158 -2.5010 -3.7538
H -0.3738 -1.3745 -3.1749
H -0.8438 -3.1595 -3.3194
C 0.5947 5.8735 0.1923
C 1.3136 4.5349 0.0754
C 0.5100 3.3481 0.5890
O 1.8737 4.2545 -1.2151
H -0.3832 5.8566 -0.2968
H 1.2059 6.6737 -0.2379
H 0.3622 6.1697 1.2161
H 2.2037 4.7226 0.6947
H 0.9561 2.4025 0.2704
H -0.4444 3.2970 0.0613
H 0.4227 3.2753 1.6701
H 2.1387 5.1122 -1.5633
C -1.8160 1.6320 -3.6262
C -1.5085 2.4957 -2.3935
C -1.3081 3.9348 -2.8077
O -2.6024 2.3958 -1.4998
H -2.2062 0.6468 -3.3673
H -0.9258 1.5525 -4.2578
H -2.6147 2.0932 -4.2145
H -0.6292 2.1136 -1.8656
H -2.1767 4.3853 -3.2931
H -0.3608 4.1046 -3.3164
H -1.2978 4.4655 -1.8491
H -2.6253 1.4444 -1.2532

***

No. 8
DFT (wB97M-V/def2-TZVPD) results for C6H8ClN in the gas phase in a non-equilibrium geometry.

Summary:
Total charge   0
SMILES   C#C[C@](C)(N)/C=C\Cl
Total energy   -20361.255 eV
Energy relative to the best compared isomer or geometry (same formula, charge and spin)   2.3333 eV
Kohn-Sham gap   0.38144 Ha

Atoms and positions in Å:
C 0.8785 2.5206 -0.0334
C 0.6854 1.3364 0.0805
C 0.4016 -0.1241 0.1160
C -0.0633 -0.6501 1.4977
N 1.6381 -0.8081 -0.2071
C -0.6618 -0.4437 -0.9599
C -1.9315 -0.1277 -1.0501
Cl -2.8028 0.4704 0.3537
H 1.0194 3.5708 -0.2163
H 0.8499 -0.7071 2.1483
H -0.3026 -1.7206 1.3943
H -0.7799 0.0659 2.0050
H 2.2094 -0.3419 -0.8851
H 1.4902 -1.7665 -0.5452
H -0.1215 -0.9336 -1.7850
H -2.5091 -0.3406 -1.9136

***

No. 9
DFT (wB97M-V/def2-TZVPD) results for a molecular structure, C8H23GaNO3P2S.

Summary:
Total charge   -1
Total energy   -98090.989 eV
Kohn-Sham gap   0.23476 Ha

Atoms and positions in Å:
N 3.2173 -0.4839 -1.4578
P 3.1458 1.1417 -0.7326
O 3.3466 2.1104 -2.0785
Ga 0.8761 1.2997 -0.0844
P -0.6042 0.6165 -1.8407
S -0.6002 1.8043 -3.4409
H 3.6329 -0.4535 -2.3765
H 3.8081 -1.0329 -0.8546
H 4.2975 2.1443 -2.2443
H 0.7379 0.2407 1.1154
H 0.4284 2.7628 0.3177
H -0.3715 -0.7001 -2.2565
H -1.9100 0.5863 -1.3038
C 0.6923 -5.3678 -2.1049
C 1.9433 -4.4882 -2.0408
C 1.4899 -3.2491 -2.8040
O 0.0853 -3.1375 -2.5688
C -0.4142 -4.3259 -1.9700
H 0.6482 -6.1305 -1.3280
H 0.6295 -5.8652 -3.0754
H 2.1677 -4.2287 -1.0044
H 2.8288 -4.9494 -2.4763
H 1.6585 -3.3621 -3.8824
H 1.9742 -2.3335 -2.4657
H -0.6382 -4.1236 -0.9161
H -1.3405 -4.6138 -2.4699
C -3.5104 3.4381 3.5835
C -2.4977 4.3404 4.2902
C -1.2014 3.5622 4.0798
O -1.3420 2.8823 2.8416
C -2.6919 2.9375 2.3964
H -4.4223 3.9508 3.2804
H -3.7874 2.6041 4.2323
H -2.4427 5.3077 3.7872
H -2.7195 4.5160 5.3425
H -1.0477 2.8235 4.8767
H -0.3207 4.2035 4.0317
H -2.7550 3.6267 1.5475
H -2.9908 1.9468 2.0547

***

No. 10
DFT (wB97M-V/def2-TZVPD) results for 2 unconnected molecules or ions with the total composition C5H13NO in a non-equilibrium geometry.

Summary:
Total charge   0
SMILES   [H]/N=C(\C)OC.CC
Total energy   -8932.891 eV
Energy relative to the best compared isomer or geometry (same formula, charge and spin)   1.1201 eV
Kohn-Sham gap   0.40431 Ha

Atoms and positions in Å:
H -0.4892 -2.4862 -1.2226
N -1.0158 -1.6190 -1.0828
C -0.7992 -1.1432 0.0873
C 0.0984 -1.7652 1.1068
O -1.5278 -0.0723 0.6064
C -2.5228 0.5093 -0.2402
H 0.1546 -1.1514 2.0090
H -0.2786 -2.7573 1.3666
H 1.1002 -1.8710 0.6815
H -3.4563 -0.0549 -0.1676
H -2.1844 0.5641 -1.2806
H -2.6848 1.5376 0.0967
C 1.0289 1.6017 -0.3446
C 2.3902 0.9735 -0.1479
H 0.6226 1.9529 0.6086
H 1.0964 2.4698 -1.0071
H 0.2734 0.8905 -0.7554
H 2.3245 0.1735 0.5958
H 2.7497 0.5236 -1.0787
H 3.1201 1.7238 0.1689

***

No. 11
DFT (wB97M-V/def2-TZVPD) results for a molecular structure, C9H18Si in a non-equilibrium geometry.

Summary:
Total charge   0
Total energy   -17497.256 eV
Energy relative to the best compared isomer or geometry (same formula, charge and spin)   4.4502 eV
Kohn-Sham gap   0.38052 Ha

Atoms and positions in Å:
C -3.0758 0.5373 -0.8263
C -4.0617 0.3048 -0.0277
C -0.2130 -0.6857 -0.3830
C 0.7818 -0.2165 0.3826
C -4.4658 -0.5482 1.0968
C -4.8514 1.4967 -0.6059
C 3.0031 1.7863 1.2025
C 2.9078 0.7846 -1.6987
C 3.5977 -1.2525 0.5995
Si 2.5254 0.3094 0.0874
H -0.2473 -0.8576 -1.5343
H -1.1971 -1.2063 -0.0088
H 0.4848 -0.4437 1.3838
H -4.8180 0.0142 1.9467
H -5.2806 -1.1768 0.8339
H -3.5666 -1.1548 1.4758
H -5.8093 1.2161 -1.0417
H -4.9713 2.3646 0.0269
H -4.3000 1.7812 -1.4629
H 4.0846 1.7526 1.6637
H 3.3533 2.7143 0.6591
H 2.3008 2.0877 1.9700
H 3.7446 1.4312 -1.7757
H 3.0619 -0.0955 -2.3417
H 2.0059 1.1791 -2.1539
H 3.1245 -1.8572 1.4489
H 3.7653 -1.9570 -0.1491
H 4.5601 -1.1251 1.1923

***

No. 12
DFT (wB97M-V/def2-TZVPD) results for 3 unconnected molecules or ions with the total composition C37H63ClIN3O8S4 in a non-equilibrium geometry.

Summary:
Total charge   0
SMILES   CCOCN1c2cc(S)c(I)cc2Sc2c(S)c(Cl)c(CCCCCCCCOC)c(S(C)(=O)=O)c21.COCCNCCOC.COCCNCCOC
Total energy   -124189.209 eV
Kohn-Sham gap   0.28049 Ha

Atoms and positions in Å:
C -2.7388 -0.8204 -4.1160
C -3.3560 -0.5173 -2.6457
O -3.0781 -1.6985 -1.8439
C -2.3227 -1.3750 -0.6646
N -2.0389 -2.6616 0.0457
C -3.1357 -3.0744 0.9420
C -4.2195 -4.0144 0.2973
C -5.4708 -4.5320 1.0418
S -6.7368 -5.6330 0.2155
C -5.6596 -4.0673 2.5409
I -7.4650 -4.7775 3.5333
C -4.5925 -3.1577 3.1946
C -3.3418 -2.6484 2.4134
S -2.0486 -1.5356 3.1608
C -0.5317 -2.0124 2.1864
C 0.8340 -1.8562 2.9007
S 1.0263 -1.2640 4.6361
C 2.1074 -2.2005 2.0941
Cl 3.7501 -1.9924 2.8845
C 1.9725 -2.6884 0.6041
C 3.3635 -2.9724 -0.1485
C 4.1501 -1.5600 -0.4082
C 3.1900 -0.2803 -0.3883
C 3.8731 1.0489 -1.0339
C 3.0134 2.3800 -0.6572
C 2.1407 2.9373 -1.8794
C 0.9558 1.9115 -2.2758
C -0.1551 1.7473 -1.0987
O -0.2648 2.9720 -0.3259
C -0.2565 2.7115 1.0964
C 0.5616 -2.8679 -0.0748
S 0.5729 -3.4721 -1.8200
C 1.5014 -2.2613 -2.9046
O 1.2551 -4.8384 -1.8491
O -0.7865 -3.6616 -2.4342
C -0.7470 -2.5166 0.7400
H -2.7977 -1.9713 -4.2248
H -1.6239 -0.5671 -4.1821
H -3.3676 -0.3817 -4.9706
H -2.9667 0.4510 -2.1848
H -4.5043 -0.4209 -2.7096
H -1.2915 -0.9283 -0.9451
H -2.8767 -0.6741 0.0681
H -4.1013 -4.3402 -0.7967
H -7.6153 -4.7252 -0.4059
H -4.7165 -2.8352 4.2857
H -0.1272 -0.5397 4.9570
H 3.2486 -3.5305 -1.1330
H 3.9934 -3.6249 0.5662
H 5.0405 -1.4417 0.3181
H 4.6032 -1.6467 -1.4675
H 2.8270 0.0114 0.6693
H 2.2463 -0.4693 -1.0017
H 3.8780 0.9786 -2.1866
H 4.9443 1.1166 -0.6070
H 2.3272 2.2104 0.2409
H 3.7554 3.2100 -0.3548
H 2.8064 3.0282 -2.8047
H 1.6802 3.9738 -1.6589
H 1.4761 0.9159 -2.5276
H 0.3584 2.2672 -3.2003
H 0.0568 0.8145 -0.4740
H -1.1845 1.5851 -1.5900
H 0.3689 1.7995 1.4014
H -1.3058 2.6501 1.5652
H 0.2647 3.6215 1.5872
H 1.1891 -2.4563 -3.9987
H 2.6298 -2.3749 -2.8073
H 1.1106 -1.2243 -2.6156
C 8.7823 0.1035 9.2511
O 8.5828 -0.9739 8.3490
C 7.7346 -2.0004 8.8693
C 6.3929 -2.0177 8.1368
N 5.5846 -0.8458 8.4757
C 4.4159 -0.6630 7.6099
C 4.6695 -0.4139 6.1152
O 5.2854 0.8383 5.8306
C 6.6995 0.8416 5.9511
H 9.5715 0.7403 8.8477
H 7.8755 0.7046 9.3517
H 9.1010 -0.2594 10.2332
H 7.5994 -1.9146 9.9522
H 8.2449 -2.9495 8.6759
H 5.8439 -2.9235 8.4139
H 6.6038 -2.0586 7.0632
H 6.1612 -0.0171 8.4026
H 3.8701 0.1999 8.0054
H 3.7557 -1.5303 7.7230
H 3.6908 -0.3770 5.6263
H 5.2117 -1.2348 5.6328
H 7.1449 -0.1199 5.6848
H 6.9900 1.1338 6.9617
H 7.0917 1.6023 5.2706
C -7.9491 5.0537 -5.5850
O -7.9272 4.2663 -6.7657
C -7.1100 4.8179 -7.8009
C -5.8573 3.9677 -8.0130
N -4.9314 4.0915 -6.8865
C -3.8489 3.1033 -6.8993
C -4.2376 1.6209 -6.7896
O -4.7833 1.2542 -5.5258
C -6.1732 1.5091 -5.3885
H -8.7253 4.6568 -4.9285
H -6.9937 4.9980 -5.0579
H -8.1903 6.0968 -5.8119
H -6.8564 5.8659 -7.6123
H -7.7083 4.7841 -8.7171
H -5.3529 4.2934 -8.9285
H -6.1816 2.9310 -8.1495
H -5.4478 3.9791 -6.0233
H -3.2008 3.3434 -6.0501
H -3.2483 3.2516 -7.8036
H -3.3148 1.0398 -6.8903
H -4.8878 1.2896 -7.6066
H -6.7147 1.3987 -6.3309
H -6.3330 2.5027 -4.9665
H -6.5769 0.7872 -4.6734